Density functional theory data (ωB97M-V with the def2-TZVPD basis set) for a molecular structure, C23H9Br4Cl3N2O6STc in a non-equilibrium geometry.

Each line ends with the Löwdin spin population.
Geometry (Å):
Tc: 0.01364 0.16171 0.33426  1.697
Cl: 0.32183 1.19673 2.27581  0.153
C: 0.85868 4.15975 1.38607  0.675
C: 0.94850 5.08487 2.38492  0.086
C: 0.87187 6.42914 2.02273  0.033
C: 0.68922 6.80615 0.70128  -0.022
C: 0.61735 5.83744 -0.27763  0.026
Cl: 0.40634 6.15853 -1.96081  0.014
C: 0.73057 4.48981 0.07092  0.091
S: 0.77234 3.35608 -1.28567  0.022
H: 1.05806 4.79763 3.41863  0.012
H: 0.94846 7.19019 2.78375  0.006
H: 0.62777 7.84827 0.43528  -0.001
O: -5.21656 -2.37193 0.62833  0.000
C: -5.36037 -1.09424 0.89205  0.000
O: -6.41932 -0.60091 1.18228  0.000
C: -4.13378 -0.23079 0.80695  0.004
C: -4.13418 1.15870 0.92748  0.021
Cl: -5.41978 2.21817 1.16309  0.007
N: -2.85651 1.59520 0.82372  -0.004
N: -2.02210 0.56139 0.64174  -0.001
C: -2.77856 -0.54868 0.62588  0.025
C: -2.04405 -1.83906 0.45035  0.009
O: -2.64437 -2.89153 0.28922  0.018
O: -0.77692 -1.68500 0.49040  0.004
C: -2.51057 2.96759 0.96247  0.001
C: -2.64583 3.81297 -0.12867  -0.001
C: -2.53818 5.17870 0.06058  0.001
C: -2.31254 5.68593 1.32930  -0.001
C: -2.11116 4.82895 2.39905  0.002
C: -2.20003 3.45956 2.22142  0.004
H: -4.27947 -2.67604 0.45461  0.000
H: -2.85525 3.40173 -1.10398  0.000
H: -2.65713 5.84908 -0.77673  0.000
H: -2.29865 6.75412 1.48374  0.000
H: -1.91074 5.22876 3.37978  0.000
H: -2.04153 2.77258 3.03756  0.001
Br: 6.64753 2.66880 -0.98968  0.002
C: 5.06154 1.66426 -0.89597  0.007
C: 5.12995 0.27602 -0.97900  -0.001
Br: 6.78702 -0.57303 -1.20929  -0.001
C: 3.97559 -0.48187 -0.85455  0.007
Br: 4.00061 -2.35962 -0.91735  0.001
C: 2.73700 0.14161 -0.64016  0.006
O: 1.66378 -0.53388 -0.39185  0.069
C: 2.67110 1.56131 -0.63308  0.008
O: 1.37663 2.00338 -0.45293  0.022
C: 3.83009 2.31308 -0.74272  -0.001
Br: 3.84292 4.19991 -0.66420  0.001

Calculated values
HOMO-LUMO gap (alpha / beta) (eV): 7.16 / 7.11
2S+1: 4
Total energy (eV): -370031.10319
Energy relative to the best compared isomer or geometry (same formula, charge and spin) (kcal/mol): 94.4
Expectation value of S²: 3.771